2 unconnected molecules or ions with the total composition C3H7FOSi in a non-equilibrium geometry. Source: the OMol25 dataset; level of theory: ωB97M-V/def2-TZVPD.

The calculation puts the molecular weight at 106.17 g mol⁻¹. The calculation puts the HOMO-LUMO gap (alpha / beta) at 8.3473 / 7.7122 eV. Its charge is 0. The highest occupied orbital energy (alpha / beta) is -8.73 / -7.40 eV. The total energy comes out at -583.0609 hartree. Its energy above the lowest of the compared OMol25 structures with the same formula, charge and spin is 314.1 kJ/mol. The max |F| comes out at 1.3 eV/Å.

Positions of all 13 atoms, in Å:
C (0.599877, 2.148561, 0.562495)
C (1.031107, 1.261340, -0.330340)
C (-1.824619, -1.900965, 0.498595)
O (2.314593, -1.236844, -1.180602)
F (2.767706, -0.464106, 1.230198)
Si (1.646140, -0.450694, 0.056743)
H (0.177171, 3.093851, 0.267267)
H (0.680760, 1.972161, 1.621967)
H (0.898208, 1.471822, -1.384747)
H (-1.783583, -2.529471, -0.361579)
H (-1.599074, -2.312165, 1.459088)
H (-2.304189, -0.948722, 0.438252)
H (3.243248, -1.468525, -1.194174)

Forces on atoms 1 to 2 (eV/Å):
0.268 -0.220 -0.099
0.132 -0.143 -0.084